This record from OMol25 describes a molecular structure, C11H18F3GaN8S2. The level of theory is ωB97M-V/def2-TZVPD.

Last column: Mulliken spin population.
Positions of all 43 atoms, in Å:
Ga1 0.61574 0.10036 -0.26823  0.17
C1 3.86682 -5.86863 0.24544  0.00
C2 4.07655 -4.40570 0.20027  0.00
N1 5.21423 -3.79546 0.19974  0.00
N2 4.90051 -2.47506 0.14711  0.00
C3 3.59141 -2.24205 0.11037  0.00
S1 2.93528 -0.66747 0.02712  0.04
N3 3.04436 -3.47847 0.14578  0.00
N4 1.68183 -3.70166 0.12891  0.00
H1 4.83517 -6.35471 0.32401  0.00
H2 3.36849 -6.21978 -0.65897  0.00
H3 3.25771 -6.14973 1.10507  0.00
H4 5.62912 -1.78075 0.13532  0.00
H5 1.42454 -4.28528 -0.65472  0.00
H6 1.37380 -4.10926 1.00118  0.00
C4 -1.91094 1.75021 -1.29952  0.02
N5 -3.04965 2.63364 -1.17829  0.01
C5 -3.88668 2.18416 -0.06483  0.00
N6 -3.15135 2.20290 1.20106  0.00
C6 -2.01148 1.32364 1.08821  0.02
N7 -1.10446 1.70767 -0.04066  -0.03
C7 -0.67275 3.11440 0.23247  0.02
N8 -1.79733 4.01467 0.36019  0.00
C8 -2.56778 3.98569 -0.88699  0.00
C9 -2.66665 3.56205 1.44767  0.00
H7 -1.25527 2.10689 -2.09700  0.00
H8 -2.25396 0.74323 -1.54018  -0.01
H9 -4.23457 1.16883 -0.26307  0.00
H10 -4.75327 2.84027 0.01640  0.00
H11 -2.35735 0.30109 0.93711  0.00
H12 -1.42673 1.37298 2.01039  -0.01
H13 -0.05170 3.44901 -0.59733  0.00
H14 -0.08134 3.12135 1.15096  0.00
H15 -1.93760 4.32908 -1.70934  0.00
H16 -3.42057 4.65822 -0.79617  0.00
H17 -3.51699 4.23851 1.53162  0.00
H18 -2.11105 3.58140 2.38726  0.00
S2 2.50607 2.72647 -1.23899  0.34
C10 1.52055 1.54116 -1.23705  0.41
F1 -1.95789 -1.18110 -0.64503  0.00
C11 -0.67145 -1.50306 -0.38274  0.02
F2 -0.68958 -2.19561 0.77757  0.00
F3 -0.30380 -2.34413 -1.35209  0.00

Calculated values
- E_HOMO (spin up / spin down): -10.15 / -11.61 eV
- Net charge: +1
- Spin multiplicity: 2
- Orbital gap (spin up / spin down): 6.539 / 7.412 eV
- E_LUMO (spin up / spin down): -3.61 / -4.20 eV